[1]
Below is 14 unconnected molecules or ions with the total composition C18H11Cl52N3O3P, with properties calculated with ωB97M-V with the def2-TZVPD basis set.

```
88
Properties=species:S:1:pos:R:3:forces:R:3
Cl -3.101570 8.274007 -4.079002 -0.03 -0.06 -0.22
Cl -1.790944 2.682317 1.887698 -0.24 -0.20 -0.03
Cl -0.110310 2.202171 -3.597312 0.19 -0.06 0.34
Cl 0.982234 6.980307 5.192629 0.00 -0.24 -0.14
Cl -7.924175 6.915953 -0.448507 0.25 0.00 0.00
Cl 0.363841 1.209367 -0.922442 -0.49 0.19 -0.03
Cl -4.673070 6.185970 -5.334888 0.20 0.16 -0.01
Cl 5.020774 -0.524737 -7.721156 -0.05 0.13 0.26
Cl 5.095696 -8.838407 2.277443 -1.03 0.82 -0.54
Cl -4.569572 3.475467 2.182406 0.61 -0.40 0.06
Cl 9.385859 -11.343842 3.417701 -0.18 0.02 0.18
Cl -4.640999 -3.214859 1.198065 -0.21 -0.31 -0.31
Cl -5.398120 0.044193 -4.373859 0.26 -0.03 0.14
Cl -8.580915 5.170808 -6.053819 0.03 0.12 -0.13
Cl 2.345450 4.426408 5.205320 -0.16 0.12 -0.07
Cl 7.105796 -13.408376 0.240851 0.01 0.23 -0.11
Cl -6.133584 -5.628383 0.619673 0.28 0.14 -0.03
Cl -7.210574 7.387560 -7.317554 -0.49 -0.34 -0.11
Cl 7.397683 -10.554568 0.644291 -0.01 -0.15 -0.25
Cl -2.542015 -0.115997 -4.824697 -0.15 -0.04 0.13
Cl 1.593548 8.714178 0.849967 -0.20 -0.10 -0.14
Cl -4.214571 -4.619074 -1.299139 -0.03 -0.15 0.24
Cl 8.422803 -11.789627 -1.766929 -0.18 0.01 0.18
Cl -3.791144 -1.803057 -2.826874 0.01 0.31 -0.06
Cl 6.707308 -12.351604 3.871599 0.11 0.19 0.06
Cl -3.358609 3.365408 -0.458404 0.28 0.08 0.40
Cl -2.395827 7.319963 -6.720789 -0.19 0.04 0.14
Cl -1.153424 7.820142 1.053408 0.49 0.84 -0.15
Cl 6.127516 1.583253 -6.074096 -0.21 -0.17 0.01
Cl 2.329092 0.764828 -3.015045 -0.24 0.17 0.24
Cl -5.510872 5.582140 0.445000 -0.96 0.73 -0.38
Cl -0.224530 9.112037 -1.367874 0.04 -0.20 0.19
Cl -4.792887 8.903657 -6.345013 0.43 0.03 0.22
Cl -5.563928 8.468343 0.195027 -0.03 -0.19 -0.07
Cl 0.688210 6.442503 -0.707027 -0.10 0.10 0.07
Cl -2.556867 5.433542 1.406335 0.11 -1.21 0.05
Cl 3.261649 1.388656 -6.444836 0.18 -0.12 0.01
Cl 8.242226 -11.268810 6.076939 -0.06 0.01 -0.22
Cl 6.008079 -6.550805 3.807121 -0.21 0.07 -0.12
Cl 1.929444 3.425172 -1.947172 -0.13 -0.30 0.03
Cl -8.307235 5.250493 -8.937694 -0.03 0.11 0.19
Cl 1.432898 5.571720 2.702769 -0.08 -0.06 0.20
Cl -3.298646 -5.783929 1.190851 -0.11 0.14 -0.07
Cl 4.232778 -6.170999 1.547110 0.05 -0.06 0.11
Cl -10.080872 7.109263 -7.599383 0.20 -0.13 0.03
Cl 5.563611 -11.554055 -1.363900 0.17 -0.02 0.11
Cl -0.491774 4.555146 4.615250 0.19 0.08 0.01
Cl -3.558195 1.046339 -2.371825 -0.02 -0.36 -0.20
Cl 4.656049 -0.591426 -4.847852 0.08 -0.01 -0.15
Cl -5.599663 6.803531 -2.176164 -0.12 -0.02 0.28
Cl 3.243233 -7.404485 3.980708 0.16 0.06 -0.12
Cl 7.223598 -9.503684 4.014510 1.00 -0.71 0.69
P 1.741344 0.904811 3.770485 -0.76 2.71 3.83
O -0.547283 -0.149370 3.026354 -0.74 -0.87 0.97
O 1.573602 2.207639 2.704889 0.43 -2.37 -0.29
O 3.361695 0.494683 4.002461 -1.99 -0.02 -2.87
N 1.200403 -2.677566 2.186763 3.55 1.95 1.28
N 0.769214 -0.501243 3.276118 3.60 -1.02 -4.32
N 1.904977 -0.693556 1.082870 0.03 0.25 0.23
C 0.226425 8.024104 -0.042982 0.06 0.17 -0.01
C -1.373860 -1.146055 3.754898 -2.03 -0.24 -0.43
C -4.572799 -4.812560 0.427412 -0.19 -0.08 -0.03
C 1.068361 5.383285 4.429303 0.06 0.09 0.03
C 1.325272 -1.227914 2.161753 -1.63 -2.10 0.75
C -3.070665 3.742611 1.251665 -0.26 0.41 0.02
C -3.823193 -0.206981 -3.600632 -0.10 -0.02 -0.18
C -6.151662 6.943113 -0.496189 -0.05 0.06 -0.12
C -8.545315 6.230127 -7.477917 -0.05 0.08 -0.11
C -2.460574 -1.714588 2.745463 0.35 -0.25 0.50
C 2.086176 -3.223718 3.199189 -1.49 -0.50 0.03
C 7.122705 -11.827392 -0.561846 0.03 -0.09 -0.05
C -3.741321 7.670839 -5.619755 0.03 0.01 -0.04
C 7.890777 -11.117537 4.344600 0.17 -0.03 0.13
C 4.766737 0.464982 -6.273620 0.06 0.12 -0.21
C 1.129500 1.902298 -2.374215 0.32 0.25 -0.56
C 4.645883 -7.242764 2.903323 -0.04 -0.33 -0.07
C 2.687966 -3.791220 4.079116 0.31 0.08 0.33
H 1.333800 -0.120049 0.429351 0.97 0.52 0.80
H -3.090897 -2.508869 3.262516 0.93 1.10 -0.41
H 1.491676 -3.045456 1.263444 -0.38 0.14 0.56
H -3.181742 -0.914368 2.376450 1.16 -0.94 0.36
H -0.712261 -1.979655 4.129872 -0.77 1.16 -0.30
H 3.822488 0.338961 3.146239 0.19 0.13 0.66
H 2.888350 -0.899464 0.853351 -1.04 -0.58 -0.44
H 0.622638 2.281681 2.454960 0.65 0.14 0.21
H 3.266265 -4.268600 4.909904 -0.87 0.75 -1.41
H -1.940200 -2.251865 1.891643 -0.70 0.84 0.86
H -1.899323 -0.575634 4.572904 0.80 -0.76 -0.61
```
Positions in Å, forces in eV/Å.

The calculation puts the total energy at -25353.1762 hartree. For the HOMO energy, the calculation gives -11.866 eV. As for the net charge: +1. As for the gap between HOMO and LUMO: 6.512 eV. The value obtained for the max |F| is 0.11111 hartree/bohr.


[2]
Below is 10 unconnected molecules or ions with the total composition C35H60Cl18F7N2O2S, with properties calculated with ωB97M-V with the def2-TZVPD basis set.

```
125
Properties=species:S:1:pos:R:3:forces:R:3
Cl 10.647552 7.746455 -9.498129 0.02 0.06 0.02
Cl 10.946909 3.706721 -9.237008 -0.09 -0.05 -0.07
Cl -12.548704 -0.728351 8.117434 -0.02 -0.01 -0.03
Cl 7.836513 6.670776 -5.802618 0.08 0.00 0.01
Cl -12.197142 5.953080 8.701819 0.01 -0.05 -0.01
Cl -11.283441 2.022503 9.704992 0.04 -0.06 -0.03
Cl 7.350390 -3.385335 -7.465845 -0.03 0.03 0.08
Cl 4.759034 1.369109 -5.378536 -0.12 -0.12 0.02
Cl 2.637636 2.723131 -3.064507 -0.04 -0.01 -0.02
Cl -8.146387 1.796148 0.032738 0.10 -0.06 0.07
Cl 10.233249 3.087426 -5.951342 0.02 -0.22 0.05
Cl 7.191492 4.397374 -3.331986 0.03 -0.03 0.10
Cl 12.625710 8.101321 -12.263883 0.01 0.01 0.04
Cl -6.918318 -0.333794 2.408370 -0.10 0.59 -0.41
Cl 5.228992 -2.031313 -5.151816 0.01 -0.15 -0.20
Cl 13.885442 1.420818 -7.698055 0.39 -0.31 -0.23
Cl -10.497119 4.050506 6.426172 -0.03 -0.02 -0.01
Cl 13.455697 -1.089119 -9.979277 0.02 0.03 0.03
S 2.131778 -3.322546 1.251532 1.65 -0.69 10.17
F 4.626380 -3.301837 0.190718 -5.20 0.98 -1.13
F 3.683573 -6.089386 -0.428397 -4.17 2.76 -3.07
F 4.129352 -3.741214 -2.437605 -4.17 -0.37 3.01
F 1.811010 -3.188012 -2.346897 3.16 -2.46 2.79
F 3.264952 -1.473086 -0.511960 -0.70 -5.20 0.86
F 2.804681 -6.117591 -2.648423 -0.57 2.41 4.87
F 1.260118 -5.679354 -0.873487 4.97 0.80 -1.03
O 2.311660 -4.739060 1.861640 -0.99 4.33 -3.87
O 2.556331 -2.311374 2.385092 -1.91 -2.86 -5.46
N -2.268204 -3.412398 1.689787 3.08 -0.94 1.18
N -2.875530 -2.665742 0.739824 4.41 1.43 -2.72
C -8.151800 -1.323977 9.848915 -0.60 -0.38 0.10
C -5.854314 -3.559016 2.611351 -1.11 -0.17 0.06
C 12.778017 0.031495 -7.567932 -0.26 -0.32 0.07
C 0.297229 -3.069489 0.981947 -6.57 1.15 -1.72
C 10.206418 7.384318 -11.185671 -0.09 -0.15 -0.33
C 7.241056 5.004353 -6.007567 -0.18 -0.32 -0.02
C 4.554562 0.859910 -3.683706 -0.01 -0.08 0.36
C 11.513538 4.631671 -7.824260 0.09 0.22 0.43
C -6.527868 -2.352708 5.009272 -0.41 -1.04 0.09
C -7.533604 -2.741146 6.264570 0.51 0.98 -0.65
C -0.411612 -2.178763 -0.197491 -0.98 -1.48 2.21
C -7.780883 -2.692571 10.728932 -0.08 0.74 -0.43
C -8.854447 -1.696926 8.410471 0.19 0.44 0.18
C -6.100250 0.195919 0.917159 0.09 0.17 -0.29
C -6.075823 -3.767696 4.254133 0.18 0.52 0.43
C -13.219684 0.083494 9.553802 -0.15 0.18 0.30
C -4.666521 -4.519544 2.017130 -0.76 -0.31 1.32
C 2.668517 -5.447666 -1.301111 -0.34 -3.36 -1.83
C 7.145918 -3.894534 -5.771015 -0.01 -0.09 0.18
C -10.476593 6.090731 8.261021 0.27 0.05 -0.07
C -0.842384 -3.741502 2.007086 0.80 2.64 -3.76
C -10.232427 5.772996 6.794171 0.05 0.30 0.05
C 11.751600 3.742555 -6.613881 0.36 0.25 -0.18
C 6.319897 4.580297 -4.874490 -0.21 0.07 -0.42
C 13.353263 -1.223097 -8.206140 0.01 -0.02 0.25
C -2.028990 -2.012038 -0.287018 2.68 -2.15 3.08
C 3.216801 -2.955548 -0.229067 4.19 2.02 -1.70
C 5.710240 -3.740276 -5.294307 0.12 -0.42 0.02
C -13.000846 1.587827 9.517610 -0.30 -0.05 0.00
C 3.118884 1.014167 -3.206997 0.10 -0.23 -0.07
C -7.920613 -1.351209 7.092472 -0.88 -0.62 -0.52
C -6.449770 1.629161 0.548552 0.16 0.05 0.02
C 11.385329 6.853615 -11.986136 -0.19 -0.22 0.05
C 2.898687 -3.846749 -1.567401 1.86 1.76 -2.86
C -3.260032 -4.033583 2.705152 -0.34 -1.44 0.82
H 12.609334 -0.139048 -6.500430 0.09 -0.02 -0.17
H -6.957811 -3.515531 6.964589 -1.39 1.61 -1.46
H 5.509226 5.300474 -4.722654 0.27 -0.09 0.01
H -5.830381 1.958738 -0.290649 -0.07 -0.13 0.10
H -2.752753 -5.002511 3.176610 -0.75 2.29 -1.21
H 9.793176 8.293946 -11.631651 0.20 -0.14 0.13
H 12.220977 4.322718 -5.813759 -0.15 0.01 -0.15
H -4.881338 -5.614915 2.439151 0.58 2.38 -0.92
H 0.252302 -1.632317 -1.009468 -1.48 -1.30 1.88
H 5.248224 1.440598 -3.068297 -0.20 0.02 -0.15
H -9.903544 5.429171 8.917562 -0.19 0.04 -0.19
H -7.194272 -0.667948 9.623892 -1.95 -1.33 0.76
H -13.362061 2.025307 8.582074 0.17 -0.14 0.14
H 5.873440 3.608073 -5.102477 0.20 0.26 0.00
H 7.443245 -4.946201 -5.719131 -0.15 0.15 0.00
H 6.698117 4.977500 -6.957089 -0.01 0.02 0.20
H 10.776060 5.412742 -7.612242 0.12 -0.24 -0.08
H 8.107610 4.341746 -6.092005 -0.26 0.27 0.11
H 14.354832 -1.446935 -7.824495 -0.21 0.15 -0.12
H -13.538487 2.061093 10.344690 0.10 -0.15 -0.10
H 11.863654 6.005352 -11.485584 -0.13 0.25 -0.02
H 9.413019 6.631750 -11.150188 0.21 0.05 0.00
H -6.906239 -3.852374 2.132865 2.40 0.58 0.80
H 7.839579 -3.313847 -5.155607 -0.21 -0.03 -0.15
H -9.859899 -1.067256 8.329500 2.16 -1.67 0.11
H -5.101080 -4.119166 4.802134 -1.66 0.43 -1.17
H 12.707522 -2.079311 -7.990648 0.02 0.21 -0.01
H -8.956240 -0.713019 10.472077 1.98 -1.05 -1.25
H -10.882317 6.363352 6.139938 0.07 -0.18 0.22
H -7.025401 -1.692936 4.181478 0.70 -1.35 2.20
H 11.823712 0.313766 -8.022594 0.25 -0.01 -0.01
H 2.414044 0.518521 -3.882594 0.21 0.17 0.03
H -2.468241 -1.350570 -1.171242 0.67 -1.74 2.38
H -6.281013 2.313746 1.386265 -0.09 -0.24 -0.14
H -5.621381 -1.761928 5.464183 -1.53 -1.20 -1.10
H -6.365690 -0.502113 0.117542 -0.09 0.17 0.16
H -7.011694 -2.395742 11.574569 -1.49 -0.87 -1.79
H -9.193748 5.995913 6.533457 -0.14 -0.04 0.13
H 12.408323 2.901231 -6.854672 -0.45 0.41 0.10
H 5.598810 -4.183917 -4.300683 0.13 0.06 -0.18
H -14.291183 -0.135985 9.569248 0.16 0.11 -0.05
H -3.375215 -3.266677 3.585450 -0.04 -1.31 -1.93
H -6.946935 -0.726724 7.370641 -2.08 -1.41 -0.59
H -5.713510 -2.406666 2.349648 0.07 -2.74 0.64
H -6.902138 -4.599165 4.479914 1.83 1.84 -0.71
H -5.024800 0.111395 1.099808 -0.12 0.11 0.03
H -8.749242 -3.127908 11.244951 1.97 0.90 -1.15
H -8.504784 -3.234814 5.776311 2.06 1.01 1.38
H -4.643350 -4.625721 0.852384 0.17 0.54 2.26
H -0.525149 -4.422768 2.932343 -1.09 1.65 -2.27
H 4.851890 -0.191757 -3.631821 -0.15 0.28 0.06
H 5.005399 -4.235923 -5.969904 0.21 0.20 0.07
H 3.007454 0.570527 -2.213374 0.15 0.08 -0.11
H -10.178000 7.121938 8.472097 -0.07 -0.15 -0.12
H -12.766245 -0.368861 10.441871 -0.01 0.15 -0.25
H -8.604106 -0.714780 6.349896 1.73 -1.20 1.56
H -9.058399 -2.852484 8.420252 0.06 2.24 -0.14
H -7.352939 -3.499670 9.975771 -0.69 1.60 1.79
H 11.045955 6.520515 -12.971219 -0.03 0.10 0.17
H 12.448577 5.117049 -8.118590 -0.12 -0.13 0.08
```
Positions in Å, forces in eV/Å.

The calculation puts the total energy at -11009.4346 hartree. For the HOMO energy, the calculation gives -11.363 eV. As for the net charge: +1. As for the gap between HOMO and LUMO: 5.128 eV. The value obtained for the max |F| is 0.20082 hartree/bohr.